Record 1
Computed, not measured: a structure of composition C19H18GeKN6S at a distorted geometry, with ωB97M-V/def2-TZVPD.

Geometry as XYZ:
```
46
Properties=species:S:1:pos:R:3:forces:R:3:lowdin_charge:R:1
K -0.025 0.175 0.280 -0.6 0.2 0.1 0.688
C -2.709 -3.043 0.749 -0.2 0.3 0.1 -0.257
Ge -0.904 -2.883 0.024 -0.1 -0.9 -0.1 0.967
C -0.962 -3.523 -1.816 0.1 0.2 -0.4 -0.348
C -1.363 -4.844 -2.026 0.1 0.0 -0.2 -0.108
C -1.414 -5.363 -3.316 0.0 0.1 0.0 -0.081
C -1.063 -4.571 -4.406 0.0 0.0 0.1 -0.084
C -0.660 -3.256 -4.208 0.0 -0.1 0.2 -0.083
C -0.611 -2.734 -2.917 -0.1 -0.3 0.0 -0.124
C 0.228 -4.083 1.056 0.4 0.2 0.2 -0.270
C -0.339 -4.665 2.163 0.1 -0.1 0.1 -0.108
C 0.411 -5.505 3.024 -0.2 0.1 -0.1 -0.071
C 1.736 -5.708 2.790 0.2 0.0 0.0 -0.031
C 2.378 -5.112 1.670 0.0 0.0 0.0 -0.166
C 3.763 -5.316 1.428 -0.1 0.0 0.1 -0.038
C 4.373 -4.770 0.337 0.0 0.1 -0.1 -0.078
C 3.620 -3.992 -0.575 0.1 -0.1 0.1 -0.087
C 2.293 -3.763 -0.356 -0.3 -0.1 0.2 -0.064
C 1.624 -4.306 0.779 -0.1 -0.1 0.0 -0.178
H -3.002 -4.096 0.693 0.0 0.1 0.0 0.029
H -3.395 -2.448 0.145 0.0 -0.1 0.0 0.021
H -2.769 -2.702 1.785 0.0 -0.1 -0.1 0.020
H -1.626 -5.480 -1.183 0.0 0.1 -0.1 0.103
H -1.724 -6.389 -3.469 0.0 0.0 0.0 0.103
H -1.103 -4.981 -5.410 0.0 0.0 0.1 0.104
H -0.384 -2.638 -5.053 0.0 0.0 0.0 0.104
H -0.295 -1.706 -2.779 0.0 0.0 0.0 0.090
H -1.386 -4.489 2.396 0.1 0.0 0.0 0.083
H -0.074 -5.974 3.872 0.0 0.0 0.0 0.105
H 2.325 -6.329 3.459 0.0 0.1 -0.1 0.115
H 4.328 -5.923 2.129 -0.1 0.0 -0.1 0.113
H 5.431 -4.930 0.164 -0.1 0.0 0.0 0.104
H 4.104 -3.579 -1.454 0.0 0.0 0.1 0.108
H 1.730 -3.173 -1.071 0.0 0.0 0.0 0.087
N 4.446 -1.710 3.370 -0.5 -0.3 -0.6 0.142
N 3.813 -1.255 2.212 0.2 -0.1 0.4 -0.277
N 4.475 -1.044 1.092 -0.5 0.0 0.3 0.139
C 3.476 -0.701 0.285 -0.3 0.0 0.1 -0.204
N 2.285 -0.713 0.913 0.9 -0.2 0.2 -0.094
N 2.527 -1.074 2.171 0.4 0.0 -0.8 0.085
H 5.418 -1.475 3.284 0.4 0.2 0.0 0.092
H 4.010 -1.266 4.162 0.0 0.2 0.2 0.096
H 3.619 -0.438 -0.756 -0.1 0.0 0.3 0.122
S 1.556 5.120 0.023 -0.1 -0.4 0.0 0.388
C 0.985 3.584 -0.060 -0.3 -0.8 0.0 -1.059
N 0.574 2.473 -0.117 0.6 1.7 -0.1 -0.198
```
Positions in Å, forces in eV/Å.

## Properties
Kohn-Sham gap (spin up / spin down)   6.69 / 4.85 eV
Multiplicity   2
Lowest unoccupied orbital energy (spin up / spin down)   -0.092 / -1.930 eV
Highest occupied orbital energy (spin up / spin down)   -6.780 / -6.779 eV

***

Record 2
Computed, not measured: an isolated molecule of C19H18N2O7S at a distorted geometry, with ωB97M-V/def2-TZVPD.

Geometry as XYZ:
```
47
Properties=species:S:1:pos:R:3:forces:R:3:lowdin_charge:R:1
C 1.514 4.369 -3.562 -3.2 -0.1 1.0 -0.042
N 0.995 2.997 -3.083 9.5 1.4 0.8 -0.334
C -0.286 2.884 -3.111 -3.7 0.0 -7.0 -0.222
S 1.870 1.650 -3.853 -3.3 8.6 -6.8 0.598
O 1.220 1.361 -5.122 -0.3 -1.3 1.4 -0.284
O 3.088 2.303 -4.028 4.4 0.2 0.3 -0.268
C 1.769 0.630 -2.712 0.2 -9.0 5.5 -0.326
C 2.439 0.917 -1.440 -11.4 -14.6 -2.9 0.127
C 2.091 -0.279 -0.572 4.9 5.0 2.3 0.052
C 1.422 -1.437 -0.862 4.1 1.5 7.9 -0.147
C 1.400 -2.492 0.335 -0.9 6.8 -12.5 -0.708
O 1.745 -2.324 1.342 6.8 3.2 15.2 0.275
O 0.683 -3.362 -0.024 -7.8 -9.2 -2.2 0.102
C 0.314 -4.278 1.068 7.1 -3.2 -2.3 -0.056
C -0.202 -4.014 2.351 -0.9 6.7 -0.4 -0.337
O 0.212 -4.463 3.357 -0.3 -1.4 1.7 0.172
C -0.964 -2.594 2.197 6.7 -6.0 12.5 -0.130
C -1.458 -2.189 1.138 -7.7 1.0 -8.7 -0.111
C -2.223 -1.050 1.210 1.6 3.6 1.3 0.100
C -2.010 -0.108 2.333 -8.4 2.2 -13.2 -0.185
C -1.567 -0.742 3.261 7.2 1.5 14.9 -0.224
C -0.828 -1.816 3.455 -2.6 -3.6 -7.7 0.129
N -1.249 0.184 4.462 -3.7 5.5 -0.9 0.137
C -1.848 1.600 4.590 -2.1 -4.3 0.4 -0.308
O -1.735 2.343 5.562 0.4 -1.6 -2.8 0.058
C -3.052 1.584 3.507 -1.1 7.0 3.3 -0.165
O -2.786 1.044 2.319 2.1 -1.9 -2.0 -0.001
C 0.868 -1.588 -1.983 -3.3 -1.8 -8.8 -0.102
C 1.153 -0.794 -3.084 -0.9 5.4 0.0 0.082
H 2.545 4.337 -3.846 0.5 0.3 0.7 0.052
H 0.950 4.627 -4.480 0.1 -0.2 0.1 0.075
H 1.099 5.175 -2.789 1.6 -1.8 -1.3 0.129
H -0.465 2.899 -4.322 -1.3 0.1 2.0 0.142
H -0.830 3.626 -2.715 -1.9 2.7 1.8 0.060
H -0.572 1.963 -2.870 -1.7 -3.8 1.6 0.047
H 3.025 1.594 -1.379 7.1 8.7 1.7 0.005
H 2.651 -0.145 0.470 -1.5 -0.9 -2.1 0.161
H 1.328 -4.900 1.192 -1.8 1.4 0.3 0.208
H -0.173 -5.061 0.688 -2.7 -2.6 -2.4 0.106
H -1.941 -2.877 0.269 2.1 1.2 1.9 0.205
H -2.822 -0.820 0.389 -1.0 0.8 -1.1 0.104
H -0.266 -1.923 4.276 1.9 -1.2 2.6 0.104
H -0.592 0.202 5.180 1.8 -1.5 1.0 0.093
H -4.088 1.314 3.897 1.6 -0.3 0.1 0.142
H -3.234 2.884 3.350 0.5 -3.7 0.2 0.196
H 0.199 -2.397 -2.220 0.1 -0.6 0.2 0.131
H 0.610 -0.832 -4.143 1.5 -0.1 2.6 0.158
```
Positions in Å, forces in eV/Å.

## Properties
Kohn-Sham gap   7.44 eV
Lowest unoccupied orbital energy   -0.999 eV
SMILES string   CN(C)S(=O)(=O)c1ccc(C(=O)OCC(=O)c2ccc3c(c2)NC(=O)CO3)cc1
Highest occupied orbital energy   -8.437 eV

***

Record 3
Computed, not measured: a structure of composition C19H18N2PtS5 at a distorted geometry, with ωB97M-V/def2-TZVPD.

Geometry as XYZ:
```
45
Properties=species:S:1:pos:R:3:forces:R:3:lowdin_charge:R:1
Pt -1.798 1.302 -0.462 -0.2 0.6 -0.1 0.389
S -2.201 1.465 2.202 0.1 0.3 -0.4 0.061
S -1.515 3.250 2.546 -0.2 0.2 -0.6 -0.027
S -1.845 4.610 0.831 0.1 -0.2 0.8 -0.051
S -2.280 3.639 -0.836 0.1 -1.1 0.1 -0.054
C -0.044 0.404 -0.283 -0.2 0.2 0.3 -0.266
C 0.960 0.225 0.412 -0.3 0.0 -0.5 -0.167
C 2.002 0.055 1.309 -0.3 0.0 -0.2 -0.159
C 2.478 1.194 2.035 0.3 0.6 0.3 -0.172
C 1.816 2.433 1.922 0.0 -0.3 -0.1 -0.047
C 2.182 3.511 2.695 0.1 0.1 0.1 -0.093
C 3.219 3.390 3.612 0.0 0.1 0.0 -0.092
C 3.928 2.199 3.689 0.1 0.2 0.1 -0.088
C 3.594 1.127 2.890 -0.2 -0.1 -0.1 -0.038
C 2.385 -1.311 1.614 0.2 -0.6 0.1 -0.189
C 2.513 -1.735 2.942 -0.1 0.1 -0.1 -0.040
C 2.815 -3.047 3.238 0.0 -0.1 0.1 -0.084
C 3.010 -3.968 2.220 0.0 0.0 0.1 -0.097
C 2.855 -3.569 0.903 0.0 -0.3 0.0 -0.090
C 2.529 -2.263 0.599 0.0 0.2 0.1 -0.027
H 0.992 2.512 1.225 0.0 0.0 0.0 0.073
H 1.643 4.446 2.603 0.0 0.0 0.0 0.100
H 3.478 4.221 4.252 0.0 0.1 0.0 0.097
H 4.755 2.118 4.381 0.1 0.0 0.0 0.101
H 4.187 0.225 2.928 0.0 -0.1 0.1 0.111
H 2.320 -1.028 3.735 0.0 0.0 0.1 0.117
H 2.868 -3.360 4.271 0.1 0.0 0.1 0.102
H 3.269 -4.988 2.460 0.0 -0.1 0.0 0.097
H 2.977 -4.298 0.115 0.0 0.0 -0.1 0.099
H 2.395 -1.970 -0.432 0.0 0.1 -0.1 0.113
S -4.039 0.429 -1.010 0.3 0.3 0.7 0.559
C -3.687 -0.161 -2.562 -0.4 -0.1 -0.3 -0.819
N -3.556 0.665 -3.603 0.1 -0.1 0.1 0.024
C -3.441 0.206 -4.972 0.0 -0.3 -0.4 -0.163
C -4.155 -1.137 -5.092 0.2 0.0 0.1 -0.156
C -3.549 -2.089 -4.066 0.0 -0.1 -0.5 -0.165
N -3.691 -1.481 -2.762 0.1 0.2 0.0 0.021
H -3.516 1.654 -3.407 -0.1 -0.1 0.2 0.130
H -2.385 0.096 -5.247 -0.1 0.1 0.0 0.128
H -3.894 0.951 -5.630 0.1 -0.1 0.1 0.128
H -4.052 -1.539 -6.097 0.0 0.0 0.0 0.118
H -5.218 -1.005 -4.875 0.0 0.0 -0.1 0.126
H -2.489 -2.262 -4.290 -0.1 -0.1 0.0 0.129
H -4.066 -3.052 -4.060 0.1 0.1 0.0 0.127
H -3.747 -2.062 -1.941 0.0 0.2 0.1 0.134
```
Positions in Å, forces in eV/Å.

## Properties
Kohn-Sham gap (spin up / spin down)   6.23 / 6.19 eV
Multiplicity   5
Lowest unoccupied orbital energy (spin up / spin down)   0.083 / -1.513 eV
Highest occupied orbital energy (spin up / spin down)   -6.150 / -7.707 eV

***

Record 4
Computed, not measured: an isolated molecule of C19H18N4O2S at a distorted geometry, with ωB97M-V/def2-TZVPD.

Geometry as XYZ:
```
44
Properties=species:S:1:pos:R:3:forces:R:3:lowdin_charge:R:1
C -6.741 -2.030 -0.002 0.0 0.0 0.1 -0.027
C -5.413 -1.381 -0.006 0.4 0.2 0.1 -0.417
N -4.881 -0.817 -1.118 0.1 0.2 -0.6 0.132
C -3.720 -0.364 -0.698 -0.1 -0.2 0.6 -0.585
S -2.352 0.470 -1.299 0.0 0.1 0.0 1.126
C -1.594 0.405 0.295 -0.4 -0.2 0.3 -0.336
C -0.243 0.968 0.621 0.0 0.0 0.0 -0.236
C -0.074 2.384 0.146 -0.2 -0.2 -0.6 -0.236
C -0.248 2.992 -1.064 0.0 -0.3 0.5 -0.042
C 0.139 4.343 -0.888 0.2 0.2 0.5 -0.051
C 0.524 4.456 0.410 -0.1 0.5 -0.7 -0.115
O 0.401 3.278 1.043 0.1 -0.2 0.4 0.052
N 0.818 0.062 0.183 0.1 -0.1 0.2 -0.104
C 1.073 0.030 -1.243 0.1 -0.3 -0.2 -0.187
C 1.812 -1.267 -1.555 -0.2 0.2 0.0 -0.112
C 3.049 -1.380 -0.714 0.0 0.0 0.0 -0.175
C 4.097 -2.209 -1.095 0.0 0.0 0.1 -0.041
C 5.233 -2.321 -0.316 0.0 -0.1 -0.1 -0.090
C 5.331 -1.598 0.862 0.1 0.0 0.1 -0.090
C 4.293 -0.773 1.249 0.0 0.0 0.0 -0.042
C 3.147 -0.658 0.471 0.1 -0.1 0.0 -0.150
C 2.051 0.273 0.914 0.0 0.2 0.1 -0.124
C -2.391 -0.231 1.189 0.7 0.4 -0.1 -0.322
O -2.144 -0.445 2.491 -0.1 -0.1 -0.1 0.123
N -3.563 -0.651 0.625 -0.5 0.1 -1.3 -0.076
N -4.646 -1.301 1.071 -0.3 -0.4 0.9 0.150
H -6.952 -2.417 0.990 -0.1 0.0 0.0 0.075
H -6.756 -2.839 -0.728 0.0 -0.1 0.0 0.080
H -7.503 -1.307 -0.288 -0.1 0.0 0.0 0.080
H -0.193 0.988 1.718 0.0 0.0 -0.2 0.158
H -0.612 2.546 -1.966 -0.1 -0.1 -0.2 0.086
H 0.130 5.115 -1.630 0.0 0.2 -0.1 0.101
H 0.891 5.284 0.983 0.0 0.1 0.2 0.119
H 1.678 0.892 -1.572 -0.1 0.0 0.0 0.136
H 0.125 0.054 -1.781 0.1 0.0 0.0 0.074
H 1.152 -2.110 -1.330 -0.1 0.0 -0.1 0.129
H 2.067 -1.312 -2.615 0.0 0.0 0.0 0.119
H 4.017 -2.768 -2.017 0.0 -0.1 -0.1 0.111
H 6.040 -2.968 -0.625 0.1 -0.1 0.0 0.100
H 6.216 -1.679 1.476 0.1 0.0 0.1 0.100
H 4.367 -0.206 2.167 0.0 0.1 0.1 0.113
H 2.419 1.312 0.800 -0.1 -0.1 0.0 0.140
H 1.849 0.111 1.978 0.0 0.1 0.0 0.137
H -2.894 -0.928 2.869 0.0 0.0 0.0 0.119
```
Positions in Å, forces in eV/Å.

## Properties
Kohn-Sham gap   9.00 eV
Lowest unoccupied orbital energy   0.639 eV
SMILES string   Cc1nc2sc([C@H](c3ccco3)N3CCc4ccccc4C3)c(O)n2n1
Highest occupied orbital energy   -8.362 eV

***

Record 5
Computed, not measured: a structure of composition C19H18N7O3PtS2, with ωB97M-V/def2-TZVPD.

Geometry as XYZ:
```
50
Properties=species:S:1:pos:R:3:forces:R:3:lowdin_charge:R:1
Pt 0.507 -1.609 0.234 -0.2 -0.2 -0.1 1.100
N -5.472 3.668 -0.885 0.0 0.0 0.0 0.264
C -4.248 3.185 -0.758 0.0 0.0 0.0 -0.228
C -3.333 3.259 -1.858 0.0 0.0 0.0 0.050
C -2.081 2.740 -1.723 0.0 0.0 0.0 -0.004
C -1.711 2.147 -0.500 -0.1 -0.1 -0.1 -0.184
C -2.586 2.076 0.599 0.0 0.0 0.0 0.001
C -3.843 2.589 0.481 0.0 0.0 0.0 0.054
S -0.110 1.380 -0.369 -0.2 0.4 0.1 0.553
O 0.792 2.120 -1.194 0.0 -0.1 -0.1 -0.253
O 0.149 1.227 1.035 0.0 0.0 0.0 -0.318
N -0.401 -0.106 -0.938 0.4 -0.1 0.0 -0.234
C 0.055 -0.527 -2.192 -0.2 0.1 0.2 -0.489
N 0.685 -1.705 -2.056 0.0 0.1 -0.1 0.013
C 1.136 -2.299 -3.161 0.0 0.0 0.0 -0.067
C 0.963 -1.693 -4.390 0.0 0.0 0.0 -0.010
C 0.312 -0.468 -4.410 0.0 0.1 0.0 -0.059
N -0.161 0.126 -3.309 0.1 -0.1 -0.1 0.167
H -5.785 4.096 -1.746 0.0 0.0 0.0 0.153
H -6.136 3.630 -0.124 0.0 0.0 0.0 0.153
H -3.651 3.728 -2.780 0.0 0.0 0.0 0.138
H -1.365 2.780 -2.533 0.0 0.0 0.0 0.128
H -2.244 1.617 1.516 0.0 0.0 0.0 0.112
H -4.544 2.556 1.306 0.0 0.0 0.0 0.137
H 1.632 -3.255 -3.046 0.0 0.0 0.0 0.131
H 1.313 -2.161 -5.298 0.0 0.0 0.0 0.120
H 0.155 0.059 -5.344 0.0 0.0 0.0 0.128
S -0.655 -3.327 1.081 0.0 0.0 0.0 0.738
C -1.028 -2.437 2.589 0.0 -0.2 0.0 -0.769
N -0.638 -3.057 3.742 -0.1 0.0 0.0 0.045
C -0.902 -2.421 4.967 0.0 0.0 0.0 -0.066
C -1.519 -1.204 4.924 0.0 0.0 0.0 -0.072
C -1.865 -0.631 3.704 0.0 0.0 0.0 -0.131
N -1.605 -1.300 2.506 0.1 0.1 0.0 0.025
H -0.171 -3.947 3.714 0.0 0.0 0.0 0.136
H -0.605 -2.942 5.861 0.0 0.0 0.0 0.120
H -1.742 -0.696 5.851 0.0 0.0 0.0 0.116
H -2.379 0.314 3.634 0.0 0.0 0.0 0.083
O 2.367 -1.866 1.186 0.2 0.0 0.0 -0.287
N 3.396 -1.228 0.589 -0.1 0.0 0.1 -0.192
C 4.310 -1.962 -0.063 0.0 0.0 0.0 0.014
C 5.400 -1.341 -0.630 0.0 0.0 0.0 -0.002
C 5.535 0.036 -0.516 0.0 0.0 0.0 -0.007
C 4.574 0.763 0.171 0.0 0.0 0.0 0.006
C 3.501 0.105 0.730 0.0 0.0 -0.1 0.009
H 4.120 -3.025 -0.077 0.0 0.0 0.0 0.152
H 6.136 -1.941 -1.145 0.0 0.0 0.0 0.129
H 6.387 0.537 -0.955 0.0 0.0 0.0 0.130
H 4.648 1.834 0.288 0.0 0.0 0.0 0.132
H 2.705 0.575 1.290 0.0 0.0 0.0 0.134
```
Positions in Å, forces in eV/Å.

## Properties
Kohn-Sham gap (spin up / spin down)   5.39 / 5.54 eV
Net charge   +2
Multiplicity   6
Lowest unoccupied orbital energy (spin up / spin down)   -5.234 / -8.859 eV
Highest occupied orbital energy (spin up / spin down)   -10.626 / -14.395 eV

***

These records have relative energy (zero: lowest compared OMol25 entry of this formula, charge and spin) values of 0.239, 18.898, 0.705, 2.808, 0.000 eV, in the order they appear.
These records have total energy values of -112609.534, -48125.519, -80395.439, -40884.916, -61464.832 eV, in the order they appear.